No. 1
76
Properties=species:S:1:pos:R:3:forces:R:3 method="wB97M-V/def2-TZVPD" lumo_ev="2.606 / 2.470" homo_lumo_gap_ev="8.1 / 7.9" charge=-1 multiplicity=2
Cu 0.038 0.745 -2.195 0.195 -0.319 0.185
C -2.249 -2.528 -3.829 0.011 0.015 -0.050
C -1.029 -1.792 -3.328 0.098 -0.008 0.178
O -1.239 -0.730 -2.727 -0.119 0.088 -0.223
C 0.293 -2.353 -3.511 -0.003 -0.017 -0.028
C 0.436 -3.591 -4.176 0.014 -0.024 -0.018
C 1.650 -4.203 -4.334 -0.031 0.001 -0.003
C 2.793 -3.572 -3.807 0.035 -0.029 -0.004
C 2.704 -2.375 -3.160 -0.039 0.037 0.019
C 1.455 -1.696 -2.990 -0.059 -0.051 -0.020
O 1.467 -0.571 -2.386 0.033 0.135 0.053
H -3.125 -1.923 -3.614 0.001 -0.003 0.028
H -2.339 -3.502 -3.345 0.012 -0.004 0.009
H -2.184 -2.691 -4.906 -0.003 -0.011 0.011
H -0.447 -4.075 -4.573 0.015 0.014 0.011
H 1.729 -5.151 -4.849 0.000 0.001 0.002
H 3.762 -4.046 -3.918 -0.001 0.005 0.003
H 3.577 -1.880 -2.754 0.014 -0.002 -0.001
Br -4.605 0.620 -3.891 -0.039 0.037 -0.017
C -4.150 1.150 -2.121 0.006 -0.021 -0.039
C -4.975 0.730 -1.092 -0.044 0.007 0.018
C -4.664 1.080 0.214 0.010 -0.039 0.037
C -3.510 1.802 0.480 0.095 -0.009 -0.102
C -2.690 2.203 -0.566 0.011 0.007 0.031
C -3.013 1.909 -1.889 0.083 0.087 -0.013
C -2.170 2.481 -3.026 -0.181 -0.209 0.145
O -2.679 3.345 -3.721 0.044 0.016 -0.024
O -0.989 2.003 -3.161 -0.004 0.322 -0.079
H -5.852 0.137 -1.316 0.005 0.006 0.010
H -5.312 0.762 1.021 0.004 -0.012 0.004
H -3.222 2.026 1.500 -0.006 0.037 -0.016
H -1.771 2.745 -0.363 -0.029 -0.006 0.003
C -1.296 3.439 3.395 0.054 0.034 0.003
C 0.019 2.765 3.012 -0.006 0.109 -0.024
C 0.622 2.054 4.219 0.020 0.001 0.043
C 0.989 3.799 2.451 0.000 0.061 0.048
O -0.313 1.805 2.021 -0.109 -0.149 0.062
Si 0.633 1.034 0.913 0.013 -0.102 -0.222
S 1.123 2.188 -0.723 0.019 0.137 -0.241
O -0.315 -0.189 0.351 -0.102 -0.054 0.040
C -0.739 -1.416 0.954 0.045 -0.023 -0.043
C 0.285 -2.484 0.577 -0.012 -0.027 0.046
C -0.842 -1.287 2.470 -0.025 -0.027 0.015
C -2.109 -1.742 0.367 0.098 -0.001 0.070
O 1.904 0.431 1.777 -0.072 0.011 0.092
C 3.291 0.205 1.520 -0.011 -0.036 0.045
C 3.512 -0.457 0.168 -0.035 -0.113 -0.083
C 4.032 1.536 1.585 0.034 -0.034 -0.041
C 3.756 -0.722 2.640 0.034 0.033 -0.022
H -1.139 4.174 4.188 -0.001 -0.016 -0.003
H -2.007 2.690 3.749 -0.013 -0.001 0.000
H -1.726 3.950 2.530 0.033 -0.063 0.029
H 0.829 2.774 5.013 0.020 0.000 0.052
H 1.548 1.545 3.944 -0.074 0.051 -0.004
H -0.079 1.306 4.597 -0.004 -0.003 0.008
H 1.200 4.567 3.201 0.002 -0.003 -0.002
H 0.566 4.271 1.565 0.005 0.008 -0.010
H 1.931 3.331 2.163 0.009 0.005 0.009
H 1.251 -2.250 1.031 -0.074 -0.015 -0.015
H 0.411 -2.515 -0.506 -0.013 -0.005 0.008
H -0.034 -3.468 0.929 -0.011 -0.011 -0.003
H 0.131 -1.067 2.910 0.012 0.018 0.010
H -1.211 -2.226 2.888 0.002 -0.005 0.022
H -1.533 -0.486 2.736 -0.002 0.003 -0.007
H -2.053 -1.764 -0.719 -0.017 -0.003 -0.044
H -2.827 -0.973 0.651 -0.013 0.022 -0.012
H -2.462 -2.710 0.731 0.022 0.018 0.004
H 3.156 0.170 -0.648 0.009 0.028 0.019
H 2.977 -1.408 0.105 0.051 0.067 0.022
H 4.578 -0.655 0.032 0.020 0.001 -0.027
H 3.661 2.203 0.806 -0.015 0.016 0.003
H 5.103 1.384 1.428 -0.001 -0.007 0.016
H 3.886 2.002 2.561 -0.007 0.021 0.022
H 3.202 -1.661 2.600 -0.009 -0.006 -0.002
H 3.581 -0.259 3.613 -0.006 0.010 0.003
H 4.821 -0.942 2.541 0.007 0.001 0.003

***

No. 2
96
Properties=species:S:1:pos:R:3:forces:R:3 method="wB97M-V/def2-TZVPD" lumo_ev=-3.062 homo_lumo_gap_ev=8.5 charge=+1 multiplicity=1
C 4.644 2.273 -0.676 0.530 -1.300 0.663
C 3.910 1.504 0.562 1.061 1.706 -2.370
F 4.806 0.439 0.888 -1.624 0.858 0.155
C 2.497 1.065 -0.015 0.309 -0.040 -0.269
C 1.361 0.642 1.016 -0.164 -0.296 0.289
C 1.962 -0.639 1.815 -0.530 -0.793 0.122
C 2.270 -1.915 0.909 1.540 -0.595 -0.180
C 3.798 -2.459 1.065 -0.768 0.696 -0.533
Cl 1.237 -3.407 1.362 -0.096 1.150 -0.247
C -0.006 0.195 0.235 1.198 -0.435 0.034
C -0.552 1.196 -0.860 -1.438 -0.095 -1.439
C -1.706 2.212 -0.465 0.052 1.050 -0.178
C -2.340 2.986 -1.737 2.377 -0.241 -0.013
F -2.325 4.370 -1.448 -0.714 -2.430 -0.679
F -1.484 2.835 -2.874 -1.609 0.227 2.163
C -3.761 2.425 -2.188 -0.218 0.190 -2.911
F -3.875 2.733 -3.574 -0.044 -0.457 2.869
F -3.841 1.006 -2.144 0.398 2.990 0.617
C -5.030 3.108 -1.503 -2.285 -0.092 -1.674
F -5.134 4.468 -1.871 0.779 -3.009 1.374
F -6.168 2.494 -2.104 2.212 0.885 1.322
C -5.186 2.862 0.060 0.453 0.818 0.866
F -4.186 3.653 0.699 -1.560 -2.082 -1.259
F -5.040 1.485 0.393 0.280 2.840 -0.761
C -6.582 3.317 0.694 -0.864 1.365 1.410
F -7.313 4.219 -0.073 1.821 -1.832 1.059
F -6.283 3.975 1.919 -0.603 -1.442 -2.407
C -7.572 2.114 1.073 -3.120 -0.285 0.238
F -8.818 2.722 1.355 2.770 -1.245 -0.471
F -7.837 1.260 -0.019 1.256 1.705 2.694
F -7.219 1.427 2.229 -0.259 1.176 -2.858
C -1.044 -0.403 1.282 0.098 -2.986 -1.826
C -2.471 -0.846 0.650 0.047 -0.230 -0.119
N -1.166 0.343 2.580 -1.415 -0.005 -0.063
C -0.558 1.708 2.617 0.931 1.441 2.110
C 0.936 1.844 2.069 0.961 0.628 -0.385
C 1.155 3.296 1.429 -0.508 0.003 -1.065
C 0.317 4.518 1.971 0.524 1.960 -1.668
C 1.074 5.859 1.431 -1.384 -0.012 0.502
Cl 0.121 4.743 3.762 0.063 -0.639 -0.525
P 2.100 1.850 3.620 -0.324 -2.152 1.638
N 1.618 0.857 4.784 -0.349 0.772 -1.116
H 4.464 3.392 -0.656 0.073 -1.421 -0.202
H 5.766 2.049 -0.574 -1.651 0.601 -0.070
H 4.317 1.758 -1.635 0.346 1.004 1.016
H 3.894 2.281 1.383 -0.092 -1.461 -0.537
H 2.705 0.189 -0.734 -0.327 1.167 1.135
H 2.212 1.927 -0.721 0.188 -1.258 1.270
H 2.959 -0.420 2.319 -1.508 0.097 -0.608
H 1.235 -0.994 2.632 1.232 0.650 -1.064
H 2.113 -1.776 -0.207 -0.169 -0.087 1.731
H 3.799 -3.597 1.003 0.143 1.703 0.065
H 4.240 -2.102 2.046 -0.467 -0.545 -1.228
H 4.359 -2.007 0.173 -0.469 -0.782 1.530
H 0.317 -0.725 -0.381 -0.557 1.300 1.016
H -1.009 0.547 -1.699 0.766 0.866 1.256
H 0.237 1.812 -1.415 -0.864 -1.082 1.089
H -1.252 3.034 0.170 -0.760 -0.851 -0.800
H -2.588 1.791 0.104 1.219 0.162 -0.571
H -0.607 -1.427 1.582 -0.410 1.719 -0.375
H -3.339 -0.711 1.373 1.068 -0.072 -0.733
H -2.732 -0.307 -0.308 0.366 -0.518 1.203
H -2.451 -1.965 0.391 0.145 1.698 0.476
H -2.189 0.487 2.726 0.793 -0.078 0.004
H -0.900 -0.283 3.366 0.304 0.680 -0.556
H -1.319 2.422 2.198 1.060 -0.826 0.003
H -0.498 1.979 3.741 -0.287 -0.403 -1.747
H 2.256 3.631 1.410 -1.569 -0.831 0.313
H 0.875 3.211 0.315 0.379 0.358 1.614
H -0.735 4.616 1.515 1.488 -0.588 0.894
H 0.691 6.734 2.066 0.765 -1.257 -0.966
H 2.204 5.778 1.507 -1.474 0.127 -0.180
H 0.687 6.050 0.379 0.934 -0.278 1.119
H 2.273 3.152 4.173 0.061 -0.127 -0.879
H 3.437 1.423 3.269 -0.761 0.804 -0.372
H 0.760 0.384 4.504 0.253 -0.121 0.423
C 2.860 -4.691 -1.917 0.103 -0.194 -0.308
Cl 2.939 -2.934 -2.147 0.063 -0.054 -0.377
Cl 2.568 -5.506 -3.456 0.364 0.468 0.339
Cl 4.350 -5.285 -1.171 -0.167 -0.053 0.016
H 2.033 -4.911 -1.250 0.174 0.103 -0.083
C 0.096 -8.067 -1.807 0.082 -0.298 -0.378
Cl 0.444 -6.700 -0.737 -0.194 -0.034 0.154
Cl 0.264 -7.603 -3.506 -0.168 -0.443 0.281
Cl 1.152 -9.433 -1.428 -0.141 0.164 -0.001
H -0.934 -8.374 -1.639 0.161 0.099 -0.019
C 7.338 -3.517 -2.292 0.128 -0.079 -0.115
Cl 7.528 -3.118 -4.004 -0.072 -0.037 0.152
Cl 8.762 -4.374 -1.689 -0.179 0.068 -0.027
Cl 7.041 -2.054 -1.340 -0.071 -0.059 0.000
H 6.476 -4.172 -2.187 0.175 0.168 -0.035
C -3.182 -7.953 -5.321 0.071 -0.145 -0.056
Cl -3.278 -9.683 -4.971 -0.015 0.179 -0.024
Cl -2.947 -7.030 -3.829 -0.352 0.065 -0.056
Cl -1.878 -7.621 -6.469 -0.139 0.011 0.059
H -4.122 -7.641 -5.771 0.176 -0.043 0.096

***

No. 3
79
Properties=species:S:1:pos:R:3:forces:R:3 method="wB97M-V/def2-TZVPD" lumo_ev="-0.668 / -0.667" homo_lumo_gap_ev="6.6 / 6.6" relative_energy_kj_mol=0.0 multiplicity=1
O 0.949 0.351 -1.829 -0.306 0.079 0.403
C -0.021 0.413 -2.706 1.918 0.396 0.766
C 0.079 1.739 -3.511 -1.032 -0.313 -0.330
C 0.530 2.903 -2.902 0.180 0.384 0.128
H 0.693 2.896 -1.822 0.191 0.015 -0.508
C 0.756 4.067 -3.645 -0.310 -0.283 -0.221
H 1.153 4.949 -3.132 -0.207 -0.262 -0.304
C 0.450 4.087 -5.016 0.024 -0.309 -0.056
H 0.610 4.987 -5.621 -0.061 -0.309 0.328
C -0.061 2.931 -5.634 0.096 0.189 0.308
H -0.338 2.950 -6.699 0.218 -0.039 0.566
C -0.225 1.765 -4.875 -0.123 0.206 -0.009
H -0.629 0.859 -5.333 0.155 0.170 -0.023
H 0.217 -0.430 -3.402 -1.774 0.013 -0.384
C -2.070 -1.297 -2.326 -0.520 -0.031 -0.078
C -1.520 0.053 -1.922 -1.128 1.036 -1.211
H -2.964 -1.196 -2.960 0.394 -0.252 -0.068
H -2.381 -1.854 -1.432 -0.069 -0.079 -0.314
H -1.295 -1.868 -2.841 -0.197 -0.055 -0.008
C -2.426 1.118 -1.797 0.806 -0.342 -1.042
C -3.870 1.131 -2.217 -0.548 -0.024 0.778
H -2.003 2.048 -1.380 -0.241 -0.191 -0.521
H -4.081 1.465 -3.254 0.711 0.058 0.432
H -4.453 1.775 -1.539 0.268 -0.043 -0.331
H -4.319 0.143 -2.131 0.114 -0.040 -0.016
Ga -1.227 -0.096 0.159 2.263 0.133 0.736
Cl -3.365 -0.097 0.700 -0.270 -0.219 0.538
C -1.214 0.262 2.956 0.780 -0.820 -0.585
O -0.553 -0.411 2.106 -1.512 0.701 0.914
N -1.137 0.022 4.257 -0.233 0.077 -0.293
C -0.453 -1.167 4.763 0.119 0.143 0.112
C -1.868 0.861 5.204 -0.139 0.025 -0.146
H -1.904 1.057 2.615 0.428 -0.139 0.439
H 0.005 -1.720 3.936 -0.185 0.244 0.208
H -1.169 -1.800 5.295 -0.029 0.025 -0.148
H 0.314 -0.872 5.483 0.023 0.035 -0.148
H -2.142 1.805 4.706 0.146 -0.372 0.323
H -1.234 1.064 6.073 -0.077 0.088 -0.222
H -2.781 0.356 5.548 0.206 0.085 -0.072
H 4.796 1.653 -2.198 -0.053 0.080 -0.138
H 5.045 1.906 0.121 -0.107 0.003 0.143
C 3.702 1.705 -2.102 0.084 -0.274 0.013
C 3.964 1.852 0.320 -0.169 0.277 0.239
N 3.308 1.221 -0.799 0.103 -1.401 0.209
H 3.232 1.074 -2.863 0.043 0.300 0.078
C 2.829 -0.070 -0.695 0.574 0.597 0.639
O 2.486 -0.627 0.352 0.562 0.375 -0.730
H 3.785 1.281 1.239 0.012 0.150 -0.311
H 2.825 -0.570 -1.675 0.095 -0.067 0.310
H 3.388 2.744 -2.240 -0.040 -0.152 -0.022
H 3.592 2.878 0.444 0.084 -0.149 0.119
H 0.019 -5.352 0.661 -0.119 0.253 0.005
H 2.098 -5.126 -0.891 -0.121 0.300 -0.123
C -0.518 -4.779 -0.106 0.105 -0.220 -0.077
C 1.485 -4.490 -1.547 -0.033 0.172 0.090
N 0.404 -3.863 -0.773 -0.024 0.173 0.196
H -1.361 -4.240 0.334 0.282 -0.041 -0.106
C 0.357 -2.547 -0.593 -0.638 0.649 0.569
O -0.513 -1.982 0.156 0.763 -0.840 -1.347
H 2.108 -3.706 -1.998 -0.184 -0.317 0.165
H 1.116 -1.952 -1.124 -0.371 0.026 0.191
H -0.877 -5.513 -0.836 -0.059 0.228 0.035
H 1.069 -5.136 -2.332 0.006 0.297 0.168
O 0.542 5.775 3.598 0.194 -0.181 -0.667
S 1.460 5.040 2.764 0.160 -1.505 0.113
O 2.649 5.694 2.270 -0.776 -0.171 0.004
N 0.678 4.183 1.560 -0.505 -0.147 -0.575
C 0.744 2.863 1.644 0.275 2.201 0.790
S 0.177 1.943 0.327 -0.516 -0.291 -0.644
C 1.536 2.429 2.829 0.546 0.013 0.685
C 1.973 1.164 3.213 -0.317 -0.296 -0.416
C 2.697 1.011 4.396 -0.145 0.696 0.094
C 2.976 2.138 5.194 0.012 -0.327 -0.108
C 2.628 3.424 4.775 -0.259 -0.229 -0.371
C 1.935 3.536 3.577 0.275 -0.292 0.713
H 1.756 0.322 2.548 0.115 0.170 0.280
H 3.039 0.021 4.691 -0.058 0.247 0.003
H 3.478 2.001 6.147 0.043 0.035 -0.143
H 2.856 4.326 5.342 0.083 -0.320 -0.015